[1]
Molecular formula: C5H12NS
Method: DFT, the ωB97M-V functional and the def2-TZVPD basis

XYZ file:
```
19
Properties=species:S:1:pos:R:3:lowdin_charge:R:1
C -1.269 -2.195 0.823 -0.11
C -0.102 -2.868 0.090 -0.26
C 0.756 -1.913 -0.781 -0.28
N 1.226 -0.715 -0.128 -0.09
C 0.444 0.491 -0.521 -0.38
C 0.518 1.629 0.475 -0.84
S -0.547 3.003 -0.001 0.07
H -0.894 -1.672 1.703 0.07
H -1.827 -1.516 0.191 0.07
H -1.959 -2.989 1.128 0.06
H 0.615 -3.338 0.780 0.10
H -0.459 -3.679 -0.548 0.09
H 1.584 -2.529 -1.155 0.09
H 0.171 -1.590 -1.638 0.10
H 1.086 -0.690 0.882 0.08
H -0.622 0.247 -0.617 0.07
H 0.789 0.805 -1.502 0.09
H 0.282 1.181 1.459 0.04
H 1.563 1.931 0.605 0.04
```

Properties
* HOMO-LUMO gap: 5.8 eV
* charge: -1
* energy above the lowest of the compared OMol25 structures with the same formula, charge and spin: 0.4529 eV
* LUMO level: 3.49 eV
* molar mass: 118.22 u
* SMILES: CCCNCC[S-]
* total energy: -650.65917 Ha

[2]
Molecular formula: C16H28Br8Cl12O
Method: DFT, the ωB97M-V functional and the def2-TZVPD basis

XYZ file:
```
65
Properties=species:S:1:pos:R:3:lowdin_charge:R:1
Cl 0.739 -4.138 2.847 0.57
C 1.986 -3.615 1.722 -1.49
Cl 3.365 -4.742 1.732 0.53
Cl 2.482 -1.949 2.105 0.59
H 1.539 -3.581 0.737 0.00
Cl -2.592 -4.616 0.139 0.53
C -3.458 -3.468 1.164 -1.54
Cl -2.996 -3.606 2.880 0.54
Cl -5.216 -3.660 1.002 0.52
H -3.207 -2.448 0.903 -0.07
Cl 1.981 3.315 2.565 0.52
C 3.178 3.845 3.778 -1.54
Cl 3.269 2.580 5.026 0.54
Cl 2.859 5.429 4.401 0.57
H 4.166 3.919 3.340 0.01
Cl -2.496 2.520 0.180 0.59
C -4.043 1.954 0.720 -1.51
Cl -3.991 1.456 2.427 0.53
Cl -4.621 0.593 -0.298 0.49
H -4.770 2.754 0.685 0.01
C 0.338 -0.059 3.979 -0.23
C -0.744 -1.074 3.822 -0.23
C -0.977 -1.435 5.313 -0.18
O 0.232 -1.119 6.023 -0.16
C 1.209 -0.534 5.134 -0.19
H 0.065 0.997 4.110 0.11
H 0.910 0.119 3.051 0.05
H -0.442 -1.916 3.203 0.00
H -1.695 -0.647 3.509 0.08
H -1.195 -2.478 5.544 0.11
H -1.726 -0.746 5.716 0.12
H 1.853 -1.361 4.814 0.09
H 1.767 0.245 5.643 0.08
Br -2.394 -0.154 -3.179 0.64
C -3.349 -1.810 -3.622 -0.66
C -2.335 -2.935 -3.556 -0.66
Br -3.329 -4.607 -3.963 0.60
H -3.807 -1.733 -4.602 0.06
H -4.120 -1.948 -2.870 0.05
H -2.026 -3.189 -2.549 0.00
H -1.488 -2.758 -4.210 0.05
Br -0.848 -1.220 0.194 0.72
C 0.081 0.205 -0.738 -0.72
C 0.952 0.954 0.269 -0.67
Br 2.049 2.240 -0.766 0.64
H -0.672 0.839 -1.186 -0.04
H 0.806 -0.160 -1.466 0.00
H 1.605 0.266 0.792 0.00
H 0.323 1.514 0.958 0.02
Br 3.375 -1.131 -2.593 0.59
C 2.611 0.079 -3.963 -0.67
C 1.411 -0.524 -4.650 -0.67
Br 1.916 -2.185 -5.601 0.58
H 3.454 0.283 -4.617 0.05
H 2.374 0.966 -3.380 -0.03
H 0.974 0.064 -5.447 0.04
H 0.725 -0.832 -3.866 0.01
Br 3.476 5.885 -4.473 0.64
C 2.498 4.252 -4.017 -0.70
C 1.034 4.551 -4.234 -0.71
Br -0.030 2.950 -3.962 0.63
H 2.687 3.978 -2.984 0.00
H 2.817 3.452 -4.677 0.05
H 0.853 4.796 -5.280 0.05
H 0.605 5.378 -3.677 0.06
```

Properties
* HOMO-LUMO gap: 9.3 eV
* charge: 0
* energy above the lowest of the compared OMol25 structures with the same formula, charge and spin: 0.4861 eV
* LUMO level: 0.11 eV
* molar mass: 1301.07 u
* SMILES: ClC(Cl)Cl.ClC(Cl)Cl.ClC(Cl)Cl.ClC(Cl)Cl.C1CCOC1.BrCCBr.BrCCBr.BrCCBr.BrCCBr
* total energy: -26816.06971 Ha

[3]
Molecular formula: C5H8ClNO
Method: DFT, the ωB97M-V functional and the def2-TZVPD basis

XYZ file:
```
16
Properties=species:S:1:pos:R:3:lowdin_charge:R:1
C -1.363 -2.237 1.444 -0.11
C -0.588 -1.635 0.335 -0.72
Cl 0.755 -2.564 -0.343 0.62
C -1.057 -0.684 -0.379 -0.25
N -1.543 0.032 -1.249 0.18
H -1.472 -3.287 1.223 0.07
H -2.327 -1.846 1.613 0.07
H -0.838 -2.119 2.330 0.05
H -1.720 1.076 -1.283 0.09
C 1.816 1.844 -0.014 -0.04
C 0.925 2.041 -1.226 -0.31
O -0.124 2.607 -1.085 0.02
H 2.800 2.323 -0.237 0.10
H 2.094 0.867 -0.062 0.02
H 1.386 2.147 0.968 0.10
H 1.255 1.434 -2.036 0.11
```

Properties
* HOMO-LUMO gap: 9.0 eV
* charge: 0
* energy above the lowest of the compared OMol25 structures with the same formula, charge and spin: 3.2746 eV
* LUMO level: 0.65 eV
* molar mass: 133.58 u
* SMILES: CC(Cl)=C=N.CC=O
* total energy: -785.40769 Ha

[4]
Molecular formula: CH3NOSi
Method: DFT, the ωB97M-V functional and the def2-TZVPD basis

XYZ file:
```
7
Properties=species:S:1:pos:R:3:lowdin_charge:R:1
N -0.898 2.280 -1.318 0.15
C -0.410 1.495 -0.650 -0.46
O 0.126 0.794 0.242 -0.16
Si 0.307 -0.823 0.345 0.67
H 0.622 -1.451 -0.804 -0.08
H 1.222 -1.096 1.384 -0.06
H -0.968 -1.198 0.800 -0.06
```

Properties
* HOMO-LUMO gap: 11.6 eV
* charge: 0
* energy above the lowest of the compared OMol25 structures with the same formula, charge and spin: 1.3634 eV
* LUMO level: 0.44 eV
* molar mass: 73.13 u
* SMILES: N#CO[SiH3]
* total energy: -459.35875 Ha